1.
Formula: C34H31N6O8S2Tl
Source: the OMol25 dataset
Level of theory: ωB97M-V with the def2-TZVPD basis set

Structure (XYZ):
```
82
Properties=species:S:1:pos:R:3:lowdin_charge:R:1
Tl -0.075 0.396 -0.801 0.897
O -1.817 2.926 4.852 0.076
C -1.456 2.507 3.597 -0.267
C -0.150 2.618 3.090 0.069
C 0.149 2.091 1.851 -0.160
N -0.780 1.446 1.167 0.096
C -2.008 1.320 1.631 -0.140
C -2.386 1.825 2.853 0.080
C -2.953 0.471 0.752 -0.576
O -4.064 0.250 1.174 0.081
O -2.435 0.037 -0.350 -0.173
C 1.597 1.939 1.323 -0.614
O 2.486 2.467 1.928 0.092
O 1.658 1.209 0.291 -0.080
H -1.083 3.424 5.217 0.107
H 0.659 3.129 3.665 0.149
H -3.386 1.672 3.167 0.130
C -3.197 2.663 -1.760 -0.007
C -1.827 3.312 -1.659 -0.292
C -1.715 4.620 -1.140 -0.011
C -0.476 5.264 -1.109 -0.022
C 0.609 4.592 -1.681 -0.014
C 0.431 3.312 -2.130 -0.213
N -0.744 2.628 -2.040 0.104
C 1.575 2.595 -2.773 -0.213
C 2.410 3.268 -3.606 -0.018
C 3.454 2.596 -4.168 -0.033
C 3.679 1.346 -3.683 -0.018
C 2.852 0.719 -2.800 -0.196
N 1.741 1.331 -2.389 0.127
C 3.166 -0.640 -2.255 -0.217
C 4.425 -0.777 -1.601 0.004
C 4.684 -2.012 -1.077 -0.072
C 3.810 -3.022 -1.335 -0.034
C 2.572 -2.798 -1.930 -0.319
C 1.535 -3.855 -2.040 -0.036
N 2.238 -1.572 -2.356 0.166
H -3.840 3.185 -2.469 0.091
H -3.699 2.768 -0.792 0.091
H -3.025 1.645 -2.047 0.046
H -2.639 5.129 -0.871 0.118
H -0.380 6.241 -0.657 0.111
H 1.612 5.005 -1.659 0.126
H 2.110 4.240 -3.973 0.127
H 4.108 3.055 -4.872 0.113
H 4.540 0.762 -4.084 0.142
H 5.089 0.101 -1.465 0.133
H 5.535 -2.230 -0.440 0.121
H 3.998 -4.021 -0.962 0.123
H 0.534 -3.429 -2.111 0.045
H 1.516 -4.608 -1.243 0.086
H 1.770 -4.390 -2.966 0.089
C -2.208 -0.945 6.029 -0.040
C -1.282 -1.261 4.876 -0.281
C -0.116 -0.565 4.661 -0.045
C 0.670 -0.788 3.496 -0.014
C 0.218 -1.765 2.572 -0.258
C -0.933 -2.504 2.808 -0.061
C -1.655 -2.282 3.979 -0.024
S 1.160 -2.256 1.136 0.505
O 0.391 -1.761 -0.063 -0.427
O 1.102 -3.717 1.201 -0.320
O 2.485 -1.662 1.141 -0.289
H -3.234 -1.236 5.800 0.080
H -2.210 0.093 6.187 0.045
H -1.794 -1.484 6.919 0.101
H 0.230 0.228 5.324 0.118
H 1.567 -0.190 3.349 0.117
H -1.197 -3.277 2.095 0.108
H -2.596 -2.833 4.096 0.117
S -0.938 -0.468 -3.092 0.719
C -1.627 -2.032 -2.641 -0.735
N -2.106 -2.276 -1.461 0.059
C -2.311 -3.705 -1.257 -0.084
C -2.022 -4.305 -2.679 -0.120
N -1.588 -3.119 -3.430 0.028
H -2.322 -1.554 -0.807 0.065
H -3.306 -3.971 -0.931 0.120
H -1.535 -4.058 -0.592 0.109
H -2.967 -4.722 -3.065 0.113
H -1.263 -5.117 -2.638 0.123
H -1.017 -3.217 -4.280 0.159
```

Summary:
Total charge: 0
HOMO: -8.68 eV
Energy above the lowest of the compared OMol25 structures with the same formula, charge and spin: 0.0 kcal/mol
DFT total energy: -3213.65275 a.u.
Kohn-Sham gap: 8.198 eV



2.
Formula: C34H32AuBF7N2OSb
Source: the OMol25 dataset
Level of theory: ωB97M-V with the def2-TZVPD basis set

Structure (XYZ):
```
79
Properties=species:S:1:pos:R:3:lowdin_charge:R:1
Au -0.009 0.790 -0.180 1.454
C -2.959 -0.306 -0.054 -0.130
N -1.861 0.395 0.620 -0.086
C -1.996 0.882 1.809 -0.049
C -0.882 1.539 2.381 -0.310
C -0.671 2.373 3.469 -0.032
C 0.627 2.886 3.331 -0.066
C 1.165 2.357 2.163 -0.115
N 0.266 1.523 1.613 -0.097
C -2.725 -1.794 -0.149 -0.212
C -3.011 -2.595 0.955 -0.066
C -2.831 -3.967 0.901 -0.095
C -2.369 -4.554 -0.271 -0.097
C -2.086 -3.764 -1.374 -0.065
C -2.264 -2.388 -1.318 -0.025
H -3.105 0.139 -1.036 0.112
H -3.860 -0.123 0.538 0.126
H -2.945 0.801 2.330 0.147
H -1.376 2.578 4.258 0.117
H 1.131 3.561 4.001 0.102
H 2.122 2.536 1.701 0.099
H -3.399 -2.135 1.858 0.107
H -3.062 -4.583 1.761 0.108
H -2.243 -5.627 -0.323 0.103
H -1.738 -4.220 -2.292 0.108
H -2.070 -1.779 -2.189 0.097
C 3.256 0.383 0.694 -0.057
C 2.850 0.545 -0.765 -0.704
C 3.931 1.317 -1.516 -0.030
C 2.621 -0.823 -1.421 -0.044
O 1.702 1.376 -0.892 -0.301
H 4.168 -0.209 0.767 0.089
H 2.479 -0.129 1.267 0.044
H 3.445 1.353 1.159 0.066
H 4.844 0.723 -1.581 0.091
H 4.156 2.255 -1.007 0.086
H 3.585 1.542 -2.525 0.091
H 3.373 -1.548 -1.100 0.069
H 2.659 -0.742 -2.507 0.091
H 1.643 -1.225 -1.153 0.035
F 6.858 -3.790 3.596 0.061
C 5.580 -3.599 3.218 -0.282
C 5.287 -3.531 1.871 -0.009
C 3.965 -3.326 1.498 -0.143
C 2.956 -3.193 2.448 -0.396
C 3.295 -3.280 3.797 -0.115
C 4.609 -3.479 4.193 -0.002
Sb 0.936 -3.001 1.756 1.496
C 0.353 -4.916 2.524 -0.394
C 0.060 -5.160 3.863 -0.116
C -0.251 -6.437 4.308 -0.004
C -0.253 -7.470 3.393 -0.284
F -0.555 -8.713 3.816 0.060
C 0.044 -7.275 2.059 -0.010
C 0.343 -5.988 1.635 -0.145
C 0.230 -1.840 3.411 -0.405
C -1.067 -2.014 3.892 -0.145
C -1.564 -1.233 4.927 -0.008
C -0.739 -0.272 5.474 -0.294
F -1.213 0.501 6.473 0.057
C 0.549 -0.062 5.026 -0.018
C 1.022 -0.846 3.984 -0.129
H 6.079 -3.636 1.142 0.120
H 3.727 -3.267 0.441 0.080
H 2.529 -3.196 4.559 0.098
H 4.887 -3.547 5.236 0.120
H 0.073 -4.349 4.582 0.093
H -0.482 -6.640 5.346 0.120
H 0.036 -8.116 1.378 0.120
H 0.571 -5.827 0.587 0.093
H -1.703 -2.785 3.470 0.084
H -2.565 -1.368 5.316 0.121
H 1.156 0.711 5.476 0.125
H 2.031 -0.677 3.625 0.097
F -0.430 1.415 -3.939 0.201
B -1.298 0.956 -3.012 -1.172
F -0.426 0.038 -2.032 -0.132
F -2.251 0.088 -3.469 0.166
F -1.796 1.915 -2.154 0.129
```

Summary:
Total charge: 0
HOMO: -8.89 eV
Energy above the lowest of the compared OMol25 structures with the same formula, charge and spin: 0.0 kcal/mol
DFT total energy: -2599.56584 a.u.
Kohn-Sham gap: 7.816 eV



3.
Formula: C34H32BrClGeN6V
Source: the OMol25 dataset
Level of theory: ωB97M-V with the def2-TZVPD basis set

Structure (XYZ):
```
76
Properties=species:S:1:pos:R:3:mulliken_spin:R:1
V -0.657 -0.704 1.385 1.033
C 0.796 -1.909 3.776 -0.009
N -0.622 -1.745 3.393 -0.007
C -1.341 -3.035 3.271 -0.012
C -2.222 -3.027 2.063 0.006
N -1.914 -2.374 0.959 -0.007
C -2.963 -2.660 0.061 -0.001
C -3.165 -2.258 -1.259 -0.002
C -4.292 -2.736 -1.895 0.001
C -5.200 -3.594 -1.251 -0.001
C -5.008 -4.004 0.052 0.001
C -3.869 -3.513 0.679 -0.010
N -3.366 -3.717 1.967 0.003
C 1.603 -2.120 2.536 0.009
N 1.235 -1.609 1.378 -0.012
C 2.252 -1.959 0.475 0.007
C 2.390 -1.685 -0.885 0.006
C 3.521 -2.170 -1.507 -0.001
C 4.493 -2.912 -0.811 0.000
C 4.363 -3.191 0.534 0.000
C 3.221 -2.693 1.150 -0.001
N 2.767 -2.782 2.468 0.002
H 0.947 -2.721 4.492 0.001
H 1.121 -0.984 4.258 0.001
H -1.070 -1.187 4.111 0.007
H -1.915 -3.254 4.173 0.000
H -0.607 -3.837 3.157 0.000
H -2.467 -1.608 -1.765 0.000
H -4.481 -2.450 -2.921 0.000
H -6.068 -3.943 -1.794 0.000
H -5.701 -4.670 0.546 0.000
H -3.769 -4.293 2.688 0.000
H 1.646 -1.116 -1.423 0.000
H 3.670 -1.980 -2.561 0.000
H 5.362 -3.274 -1.343 0.000
H 5.108 -3.763 1.070 0.000
H 3.223 -3.254 3.231 0.000
C 2.516 3.565 3.335 0.001
C 1.159 2.995 3.036 0.000
C -0.015 3.705 3.252 -0.003
C -1.249 3.130 2.966 0.001
C -1.233 1.851 2.467 0.002
Br -2.812 0.919 1.992 0.007
N -0.135 1.132 2.251 -0.030
C 1.044 1.706 2.527 0.007
H 2.460 4.630 3.551 0.000
H 3.192 3.424 2.491 0.000
H 2.963 3.073 4.200 0.000
H 0.027 4.713 3.645 0.000
H -2.180 3.656 3.119 0.000
H 1.922 1.105 2.314 -0.001
Cl -0.671 0.239 -0.863 0.002
Ge -0.443 2.396 -1.759 -0.001
C -1.472 2.194 -3.342 -0.002
C -1.113 1.301 -4.356 0.000
C -1.889 1.190 -5.496 0.000
C -3.034 1.967 -5.634 0.000
C -3.407 2.849 -4.633 0.000
C -2.630 2.960 -3.487 0.000
C 1.453 2.573 -1.846 -0.001
C 2.198 2.110 -2.933 0.000
C 3.575 2.264 -2.959 0.000
C 4.224 2.897 -1.908 0.000
C 3.494 3.381 -0.831 0.000
C 2.117 3.215 -0.798 0.001
H -1.078 3.306 -0.711 0.000
H -0.234 0.673 -4.261 0.000
H -1.603 0.501 -6.280 0.000
H -3.638 1.883 -6.528 0.000
H -4.298 3.452 -4.741 0.000
H -2.934 3.656 -2.714 0.000
H 1.711 1.643 -3.780 0.000
H 4.142 1.908 -3.809 0.000
H 5.297 3.034 -1.939 0.000
H 3.999 3.912 -0.035 0.000
H 1.557 3.619 0.040 0.000
```

Summary:
Total charge: +2
HOMO (alpha / beta): -12.52 / -11.95 eV
2S+1: 2
Energy above the lowest of the compared OMol25 structures with the same formula, charge and spin: 0.0 kcal/mol
DFT total energy: -7698.15132 a.u.
Kohn-Sham gap (alpha / beta): 7.543 / 6.974 eV